Entry 1:
ORCA calculation (ωB97M-V/def2-TZVPD) on C51H66HgN2O4 as an isolated structure.

Last column: Mulliken charge in e.
Cartesian coordinates (Å):
Hg -2.519 -0.566 -1.515  1.18
C 1.217 -0.644 0.175  -0.75
O 0.058 -1.127 -0.498  0.66
C 0.079 -2.462 -0.834  -1.08
C -0.323 -3.422 0.091  0.24
C -0.937 -3.178 1.466  -1.27
C -0.887 -1.860 2.190  0.04
C -0.176 -1.781 3.381  0.39
C -0.183 -0.655 4.196  -0.76
C -0.863 0.455 3.693  -0.25
C -1.587 0.427 2.516  0.18
C -2.241 1.685 1.987  -1.13
C -1.195 2.522 1.276  0.65
C -0.242 3.210 2.021  -0.50
C 0.787 3.920 1.420  -0.20
C 0.884 3.841 0.035  -0.42
C -0.036 3.164 -0.756  1.00
C 0.276 3.070 -2.239  -1.88
C 1.087 1.836 -2.573  0.29
C 2.468 1.932 -2.687  -0.13
C 3.277 0.844 -2.993  0.04
C 2.625 -0.382 -3.127  -0.08
C 1.251 -0.518 -3.054  0.13
C 0.609 -1.857 -3.297  -1.36
C 0.427 -2.833 -2.144  0.28
C 0.444 -4.183 -2.466  -0.65
C 0.102 -5.178 -1.554  0.28
C -0.289 -4.766 -0.292  -0.51
C 0.069 -6.640 -1.999  2.06
C 1.413 -7.043 -2.619  -1.66
C -1.042 -6.800 -3.051  -1.66
C -0.227 -7.593 -0.840  -2.15
C 0.416 0.625 -2.885  0.31
O -0.875 0.587 -3.061  -1.06
C 4.780 0.948 -3.247  2.05
C 5.546 0.028 -2.284  -1.73
C 5.083 0.520 -4.691  -1.68
C 5.297 2.374 -3.058  -2.10
C -1.134 2.574 -0.118  -0.79
O -2.183 1.993 -0.794  0.12
C -2.961 2.842 -1.619  -0.44
C 1.771 4.784 2.206  2.25
C 3.208 4.308 1.955  -1.67
C 1.507 4.736 3.712  -2.12
C 1.629 6.242 1.742  -1.80
C -1.755 -0.799 1.795  0.67
O -2.687 -0.960 0.907  -1.22
C 0.431 -0.615 5.594  1.97
C 1.575 0.409 5.653  -1.65
C -0.642 -0.209 6.618  -1.72
C 0.980 -1.977 6.020  -2.21
H 2.103 -0.746 -0.457  0.16
H 1.364 -1.177 1.118  0.34
H 1.039 0.411 0.381  -0.01
H -0.520 -3.940 2.129  0.49
H -2.001 -3.416 1.337  0.44
H 0.396 -2.655 3.679  0.44
H -0.832 1.389 4.251  0.34
H -2.689 2.260 2.803  0.90
H -3.021 1.390 1.289  -0.39
H -0.328 3.176 3.099  0.32
H 1.722 4.309 -0.473  0.19
H 0.857 3.955 -2.503  0.82
H -0.622 3.060 -2.851  0.26
H 2.918 2.908 -2.529  0.29
H 3.208 -1.283 -3.313  0.42
H 1.161 -2.381 -4.081  0.42
H -0.391 -1.655 -3.695  0.46
H 0.699 -4.451 -3.486  0.42
H -0.611 -5.496 0.441  0.48
H 1.689 -6.383 -3.441  0.29
H 1.357 -8.063 -3.011  0.45
H 2.209 -7.003 -1.873  0.39
H -0.808 -6.239 -3.957  0.34
H -1.989 -6.422 -2.660  0.33
H -1.169 -7.853 -3.320  0.47
H 0.508 -7.481 -0.040  0.41
H -0.193 -8.625 -1.195  0.44
H -1.221 -7.415 -0.426  0.38
H 5.307 -1.021 -2.465  0.32
H 5.285 0.259 -1.249  0.35
H 6.626 0.154 -2.408  0.47
H 4.728 -0.493 -4.883  0.31
H 6.160 0.549 -4.885  0.46
H 4.585 1.189 -5.397  0.36
H 5.130 2.724 -2.036  0.34
H 4.806 3.066 -3.746  0.37
H 6.372 2.406 -3.256  0.45
H -3.008 3.853 -1.204  0.42
H -3.963 2.419 -1.649  -0.40
H -2.577 2.880 -2.639  0.17
H 3.317 3.260 2.241  0.33
H 3.913 4.904 2.543  0.46
H 3.480 4.401 0.902  0.34
H 1.631 3.723 4.104  0.31
H 0.500 5.082 3.953  0.39
H 2.218 5.386 4.228  0.47
H 1.845 6.338 0.677  0.32
H 2.319 6.887 2.294  0.45
H 0.611 6.598 1.913  0.36
H 1.214 1.414 5.427  0.25
H 2.352 0.158 4.928  0.36
H 2.025 0.427 6.652  0.47
H -1.079 0.760 6.375  0.29
H -0.209 -0.144 7.622  0.46
H -1.448 -0.946 6.635  0.36
H 1.800 -2.298 5.373  0.38
H 0.199 -2.739 5.992  0.43
H 1.362 -1.917 7.042  0.43
C -7.194 2.382 0.681  -1.35
C -6.610 1.591 -0.443  0.69
C -6.647 1.785 -1.806  -0.78
C -5.927 0.699 -2.360  0.79
N -5.510 -0.116 -1.406  -0.69
N -5.929 0.442 -0.258  0.26
C -5.583 0.438 -3.790  -1.23
H -8.157 2.794 0.382  0.35
H -6.545 3.214 0.961  0.25
H -7.343 1.760 1.563  0.36
H -7.110 2.603 -2.334  0.34
H -5.649 0.013 0.609  0.22
H -6.343 0.838 -4.459  0.39
H -5.473 -0.632 -3.959  0.30
H -4.626 0.907 -4.036  0.17

Properties
energy	-69305.3654	eV
E_HOMO (spin up / spin down)	-3.7 / -3.8	eV
HOMO-LUMO gap (spin up / spin down)	6.13 / 5.58	eV
net charge	-1
2S+1	2

***

Entry 2:
ORCA calculation (ωB97M-V/def2-TZVPD) on C19H29FeN5OS as an isolated structure.

Last column: Mulliken charge in e.
Cartesian coordinates (Å):
Fe 0.238 0.322 -0.013  1.74
C 0.267 2.114 -2.586  -0.65
C 1.456 1.173 -2.681  -0.95
N 1.954 0.795 -1.334  -0.40
C 2.944 1.724 -0.722  -1.03
C 2.331 3.028 -0.243  -0.55
S 0.847 2.705 0.769  0.03
C -0.461 3.648 -0.084  -0.76
C -1.407 2.751 -0.878  -0.72
N -0.686 1.636 -1.546  -0.31
H 0.582 3.121 -2.331  0.29
H -0.232 2.185 -3.553  0.46
H 1.155 0.250 -3.183  0.34
H 2.252 1.613 -3.284  0.47
H 2.450 -0.085 -1.442  0.45
H 3.387 1.194 0.124  0.45
H 3.751 1.933 -1.429  0.50
H 3.043 3.559 0.388  0.55
H 2.063 3.695 -1.058  0.34
H -1.014 4.194 0.678  0.49
H 0.030 4.397 -0.702  0.50
H -2.154 2.303 -0.222  0.28
H -1.949 3.352 -1.613  0.47
H -1.398 1.075 -2.008  0.43
C 0.507 -0.872 4.095  -1.56
C -0.322 -0.316 2.988  0.69
O 0.214 0.190 1.955  -0.53
N -1.635 -0.320 3.089  -0.03
C -2.492 0.282 2.071  -1.38
C -2.685 -0.587 0.849  1.09
C -3.844 -1.338 0.735  -0.95
C -4.063 -2.116 -0.392  -0.48
C -3.111 -2.102 -1.399  -1.28
C -1.984 -1.328 -1.220  -0.05
N -1.748 -0.587 -0.123  0.62
H 1.498 -0.425 4.074  0.37
H 0.598 -1.954 3.968  0.35
H 0.047 -0.690 5.065  0.52
H -2.056 -0.690 3.930  0.29
H -2.065 1.250 1.803  0.00
H -3.458 0.475 2.532  0.71
H -4.580 -1.302 1.527  0.54
H -4.964 -2.707 -0.487  0.46
H -3.238 -2.671 -2.309  0.51
H -1.235 -1.289 -2.003  0.46
C 2.425 -4.125 -0.189  -0.24
C 1.711 -3.650 -1.281  -1.09
C 1.132 -2.401 -1.202  0.29
N 1.212 -1.617 -0.110  0.38
C 1.923 -2.080 0.934  -0.37
C 2.540 -3.316 0.931  -1.05
H 2.892 -5.101 -0.217  0.45
H 1.608 -4.234 -2.185  0.49
H 0.594 -2.005 -2.055  0.27
H 2.017 -1.421 1.782  0.65
H 3.109 -3.631 1.794  0.48

Properties
energy	-74870.3782	eV
ΔE to the lowest compared entry with this formula, charge and spin	0.00	kJ/mol
E_HOMO (spin up / spin down)	-18.9 / -18.9	eV
HOMO-LUMO gap (spin up / spin down)	10.18 / 7.66	eV
net charge	+3
2S+1	6

***

Entry 3:
ORCA calculation (ωB97M-V/def2-TZVPD) on one molecule with the formula C14H22NO4P at a distorted geometry.

Last column: Mulliken charge in e.
Cartesian coordinates (Å):
C -2.251 -3.861 -1.625  -0.78
O -2.233 -2.567 -1.055  -0.28
C -2.353 -1.565 -2.047  -0.94
C -2.249 -0.228 -1.312  0.65
O -2.132 0.848 -2.216  -0.43
C -1.543 1.982 -1.605  -0.65
C -0.003 1.963 -1.734  -0.52
C 0.675 2.814 -0.617  -1.05
C 1.103 1.856 0.514  0.62
O 0.640 1.998 1.631  -0.60
N 1.980 0.832 0.141  0.04
C 2.997 0.478 1.094  0.01
C 3.511 1.313 2.065  -0.16
C 4.487 0.862 2.919  -0.71
C 4.976 -0.414 2.823  -0.32
C 4.497 -1.258 1.841  -0.61
C 3.523 -0.790 0.998  -0.15
P -3.706 0.008 -0.139  0.06
C -2.988 -0.164 1.568  -0.89
O -4.799 -1.237 -0.392  -0.43
H -1.808 -4.541 -0.895  0.24
H -1.652 -3.896 -2.546  0.32
H -3.279 -4.183 -1.843  0.27
H -3.346 -1.604 -2.519  0.34
H -1.527 -1.671 -2.765  0.50
H -1.338 -0.245 -0.688  -0.02
H -1.909 2.902 -2.064  0.36
H -1.762 1.959 -0.528  0.33
H 0.302 0.910 -1.713  0.45
H 0.295 2.337 -2.720  0.35
H -0.102 3.455 -0.197  0.40
H 1.534 3.373 -0.996  0.33
H 2.352 0.967 -0.790  0.32
H 3.127 2.325 2.139  0.37
H 4.848 1.546 3.680  0.35
H 5.728 -0.757 3.527  0.36
H 4.867 -2.273 1.746  0.37
H 3.155 -1.459 0.221  0.37
H -3.046 -1.205 1.910  0.39
H -3.428 0.543 2.269  0.32
H -1.923 0.085 1.469  0.13
H -5.221 -1.438 0.452  0.29

Properties
energy	-33842.6494	eV
SMILES	COC[C@@H](OCCCC(=O)Nc1ccccc1)P(C)O
ΔE to the lowest compared entry with this formula, charge and spin	427.66	kJ/mol
E_HOMO	-7.6	eV
HOMO-LUMO gap	8.33	eV

***

Entry 4:
ORCA calculation (ωB97M-V/def2-TZVPD) on C4H5NO2 as an isolated structure at a distorted geometry.

Last column: Mulliken charge in e.
Cartesian coordinates (Å):
C -0.512 -0.210 0.303  0.51
C 0.881 -0.753 -0.203  -0.70
C 1.855 0.194 -0.322  0.03
C -0.096 1.280 0.014  0.36
H -1.852 -1.487 -0.684  0.25
H -2.550 0.261 0.171  0.32
H -0.671 -0.491 1.472  0.23
H 1.409 -1.836 0.389  0.16
H 2.955 -0.089 -0.247  0.35
N -1.719 -0.401 -0.550  -0.67
O 1.283 1.459 -0.204  -0.35
O -0.983 2.072 -0.139  -0.49

Properties
energy	-9809.9130	eV
ΔE to the lowest compared entry with this formula, charge and spin	424.71	kJ/mol
E_HOMO	-9.7	eV
HOMO-LUMO gap	10.05	eV